Record 1
# C64H49CdN2O3S2Si

A molecular structure, C64H49CdN2O3S2Si (the ωB97M-V functional and the def2-TZVPD basis, the Open Molecules 2025 dataset).

Last column: Mulliken charge in e.
Positions of all 122 atoms, in Å:
Cd1 -0.4991 0.2501 -0.0651  1.985
C1 -4.0396 -6.6089 -4.3515  -1.554
C2 -3.2011 -5.5983 -3.6370  1.028
C3 -2.2964 -5.9936 -2.6567  -1.106
C4 -1.5648 -5.0504 -1.9625  -0.437
C5 -1.7354 -3.7052 -2.2519  0.042
C6 -2.6145 -3.2857 -3.2311  -0.410
C7 -3.3420 -4.2407 -3.9148  -0.960
S1 -0.7775 -2.5916 -1.2054  0.826
O1 -1.6774 -1.4839 -0.7658  -0.957
C8 0.2389 -1.8654 -2.5029  0.740
C9 -0.1566 -0.7032 -3.1764  -0.894
C10 0.6747 -0.1961 -4.1416  -1.384
C11 1.9021 -0.8255 -4.4589  0.809
C12 2.7411 -0.3456 -5.4898  -1.142
C13 3.9350 -0.9557 -5.7607  -0.616
C14 4.3617 -2.0482 -4.9893  -0.964
C15 3.5758 -2.5444 -3.9876  -0.745
C16 2.3193 -1.9648 -3.7154  0.696
C17 1.4468 -2.4766 -2.7239  0.434
C18 1.7978 -3.6261 -1.8691  -0.471
C19 1.7647 -4.9372 -2.4205  0.887
C20 1.3267 -5.1879 -3.7405  -0.782
C21 1.1144 -6.4687 -4.1701  -1.000
C22 1.3575 -7.5600 -3.3209  -0.621
C23 1.8300 -7.3536 -2.0549  -1.068
C24 2.0368 -6.0438 -1.5740  1.038
C25 2.4288 -5.8049 -0.2389  -1.522
C26 2.4158 -4.5396 0.2766  -1.043
C27 2.0537 -3.4423 -0.5227  0.644
S2 1.4084 -1.9579 0.3320  1.531
O2 1.7293 -0.7450 -0.4569  -0.802
C28 2.3884 -1.9057 1.8488  -0.029
C29 1.7452 -2.4909 2.9315  -0.437
C30 2.3538 -2.5093 4.1705  -0.851
C31 3.6046 -1.9244 4.3441  1.074
C32 4.3128 -2.0359 5.6551  -1.625
C33 4.1901 -1.2649 3.2652  -0.944
C34 3.5946 -1.2501 2.0145  -0.872
H1 -4.0822 -7.5394 -3.7898  0.385
H2 -3.6281 -6.8348 -5.3350  0.299
H3 -5.0445 -6.2185 -4.4964  0.403
H4 -2.1840 -7.0381 -2.4111  0.387
H5 -0.8763 -5.3347 -1.1785  0.507
H6 -2.7490 -2.2326 -3.4213  0.583
H7 -4.0535 -3.9290 -4.6613  0.460
H8 -1.1135 -0.2472 -2.9322  0.783
H9 0.3923 0.6967 -4.6814  0.481
H10 2.4102 0.5020 -6.0731  0.488
H11 4.5605 -0.5942 -6.5633  0.421
H12 5.3144 -2.5040 -5.2041  0.447
H13 3.8986 -3.3902 -3.4004  0.622
H14 1.1236 -4.3532 -4.3931  0.549
H15 0.7539 -6.6502 -5.1710  0.464
H16 1.1475 -8.5606 -3.6671  0.445
H17 2.0164 -8.1814 -1.3848  0.449
H18 2.6924 -6.6505 0.3816  0.444
H19 2.6591 -4.3586 1.3111  0.491
H20 0.7754 -2.9459 2.7746  0.562
H21 1.8546 -2.9869 5.0000  0.349
H22 3.6631 -2.4847 6.4009  0.385
H23 4.6479 -1.0636 6.0066  0.384
H24 5.1925 -2.6695 5.5432  0.325
H25 5.1355 -0.7674 3.4165  0.437
H26 4.0558 -0.7477 1.1765  0.585
C35 2.3617 3.1634 1.8280  -1.053
C36 1.7503 2.2917 0.9195  -1.097
N1 0.8935 1.3662 1.2895  0.895
C37 0.5962 1.2251 2.5902  0.288
C38 1.1837 2.0373 3.5850  1.284
C39 2.0749 3.0397 3.1658  -0.928
C40 0.8474 1.8378 4.9537  -1.136
C41 -0.0438 0.8874 5.3189  -1.090
C42 -0.6826 0.0685 4.3453  1.279
C43 -1.6330 -0.9065 4.6878  -1.149
C44 -2.2306 -1.6383 3.6911  -1.076
C45 -1.8717 -1.3906 2.3630  -1.008
N2 -0.9620 -0.5028 2.0180  1.115
C46 -0.3698 0.2294 2.9769  -0.123
H27 3.0405 3.9208 1.4700  0.490
H28 1.9690 2.3441 -0.1407  0.566
H29 2.5074 3.7002 3.9046  0.520
H30 1.3221 2.4695 5.6888  0.493
H31 -0.3042 0.7396 6.3548  0.482
H32 -1.8847 -1.0586 5.7267  0.542
H33 -2.9684 -2.3912 3.9166  0.540
H34 -2.3416 -1.9338 1.5524  0.477
O3 -1.5090 1.8632 -0.3975  1.116
Si1 -2.9493 2.5318 -0.3112  -1.619
C47 -2.7688 4.1907 -1.2127  0.454
C48 -3.8316 5.0582 -1.4237  -0.142
C49 -3.6736 6.2054 -2.1792  -0.718
C50 -2.4415 6.5062 -2.7338  -0.523
C51 -1.3649 5.6642 -2.5139  -0.648
C52 -1.5334 4.5201 -1.7581  -0.168
C53 -3.6376 2.8043 1.4459  0.409
C54 -4.9855 3.0589 1.6836  -0.137
C55 -5.4772 3.2023 2.9689  -0.739
C56 -4.6262 3.0904 4.0548  -0.693
C57 -3.2785 2.8583 3.8408  -0.256
C58 -2.7980 2.7264 2.5495  -0.121
C59 -4.1946 1.4105 -1.2148  0.648
C60 -4.9811 0.4879 -0.5352  -0.196
C61 -5.7632 -0.4281 -1.2150  -0.777
C62 -5.7658 -0.4422 -2.5980  -0.451
C63 -5.0055 0.4809 -3.2941  -0.802
C64 -4.2353 1.3998 -2.6044  -0.280
H35 -4.7938 4.8262 -0.9923  0.281
H36 -4.5171 6.8589 -2.3437  0.416
H37 -2.3243 7.3948 -3.3348  0.376
H38 -0.3995 5.8950 -2.9413  0.411
H39 -0.7010 3.8527 -1.5829  0.166
H40 -5.6651 3.1455 0.8487  0.350
H41 -6.5281 3.3968 3.1264  0.417
H42 -5.0132 3.1902 5.0583  0.400
H43 -2.6024 2.7834 4.6828  0.476
H44 -1.7387 2.5716 2.3864  0.212
H45 -4.9923 0.4958 0.5457  0.425
H46 -6.3695 -1.1369 -0.6697  0.424
H47 -6.3655 -1.1637 -3.1317  0.438
H48 -5.0137 0.4806 -4.3748  0.440
H49 -3.6583 2.1326 -3.1506  0.470

Properties
Energy relative to the best compared isomer or geometry (same formula, charge and spin) (kJ/mol): 162.9
HOMO (eV): -10.2
Frontier orbital gap (eV): 7.5
Total charge: +1
Calculated total energy (eV): -110396.755
F_max (eV/Å): 2.6

=====

Record 2
# C64H49N2O3P2PdS2

A molecular structure, C64H49N2O3P2PdS2 (the ωB97M-V functional and the def2-TZVPD basis, the Open Molecules 2025 dataset).

Last column: Mulliken spin population.
Positions of all 123 atoms, in Å:
Pd1 0.2760 0.5110 0.1105  1.049
O1 1.0839 -0.2487 -2.0052  0.101
S1 -0.0625 -1.2416 -1.7809  0.141
C1 0.5110 -2.8170 -2.3183  -0.014
C2 0.4882 -3.0663 -3.6840  -0.004
C3 0.8403 -4.2989 -4.2436  0.005
C4 1.1791 -5.3087 -3.3806  0.011
C5 1.5409 -6.7400 -3.6492  -0.001
C6 1.8570 -7.3372 -2.2576  -0.001
C7 1.6711 -6.1987 -1.2990  0.015
C8 1.8566 -6.1297 0.0559  -0.003
C9 1.6679 -4.8864 0.6731  0.052
C10 1.2737 -3.7311 0.0001  0.110
P1 1.5267 -2.2599 0.9967  0.248
C11 1.0670 -2.6741 2.6556  0.122
C12 1.9124 -2.5423 3.7645  0.051
C13 1.4830 -2.9645 5.0092  -0.016
C14 0.2156 -3.5149 5.1626  0.067
C15 -0.6313 -3.6449 4.0684  -0.027
C16 -0.2168 -3.2194 2.8214  0.060
C17 3.2078 -1.7059 0.8268  0.121
C18 3.9817 -2.1934 -0.2343  0.041
C19 5.3012 -1.8002 -0.3609  -0.015
C20 5.8598 -0.9235 0.5607  0.060
C21 5.0890 -0.4139 1.5990  -0.018
C22 3.7617 -0.7823 1.7214  0.048
C23 0.9863 -3.7993 -1.4008  -0.041
C24 1.2534 -5.0468 -1.9979  0.001
C25 -1.4153 -0.8591 -2.8538  -0.019
C26 -2.2560 -1.9184 -3.1366  0.011
C27 -3.3770 -1.8051 -3.9696  -0.003
C28 -3.6092 -0.5877 -4.5474  0.006
C29 -4.6591 -0.1661 -5.5348  -0.001
C30 -4.4110 1.3435 -5.7545  -0.001
C31 -3.2250 1.6677 -4.8921  0.007
C32 -2.5782 2.8538 -4.6834  0.007
C33 -1.5485 2.8638 -3.7313  0.019
C34 -1.1001 1.7472 -3.0387  0.091
P2 0.1111 2.2044 -1.7708  0.217
C35 -0.5449 3.6960 -0.9994  0.007
C36 0.0664 4.9479 -1.0618  0.021
C37 -0.5229 6.0408 -0.4407  -0.006
C38 -1.7235 5.8952 0.2360  0.027
C39 -2.3494 4.6551 0.2785  -0.001
C40 -1.7671 3.5606 -0.3333  0.038
C41 1.6845 2.5381 -2.5678  0.072
C42 1.9059 2.0197 -3.8466  0.037
C43 3.1098 2.2469 -4.4906  -0.011
C44 4.1089 2.9801 -3.8662  0.032
C45 3.9008 3.4926 -2.5929  -0.012
C46 2.6970 3.2718 -1.9449  0.027
C47 -1.6956 0.4696 -3.3174  -0.011
C48 -2.7864 0.5103 -4.2145  -0.003
H1 0.1520 -2.2792 -4.3462  0.001
H2 0.8086 -4.4376 -5.3149  0.000
H3 2.3907 -6.8013 -4.3293  0.000
H4 0.7112 -7.2549 -4.1355  0.001
H5 2.8722 -7.7307 -2.1951  0.002
H6 1.1869 -8.1602 -2.0045  0.002
H7 2.1757 -6.9777 0.6449  0.002
H8 1.8888 -4.8253 1.7311  0.004
H9 2.9224 -2.1757 3.6594  0.002
H10 2.1498 -2.8901 5.8569  0.002
H11 -0.1059 -3.8566 6.1374  0.001
H12 -1.6129 -4.0838 4.1856  0.001
H13 -0.8820 -3.3180 1.9768  -0.003
H14 3.5643 -2.8954 -0.9430  0.013
H15 5.9033 -2.1915 -1.1690  0.001
H16 6.8993 -0.6391 0.4704  0.001
H17 5.5248 0.2705 2.3144  0.001
H18 3.1622 -0.3565 2.5155  -0.008
H19 -2.0326 -2.8929 -2.7226  0.000
H20 -3.9946 -2.6711 -4.1605  0.000
H21 -5.6583 -0.3691 -5.1487  0.000
H22 -4.5548 -0.7341 -6.4603  0.001
H23 -5.2699 1.9463 -5.4565  0.001
H24 -4.2062 1.5820 -6.7987  0.000
H25 -2.8609 3.7684 -5.1848  0.001
H26 -1.0947 3.8251 -3.5169  0.002
H27 0.9712 5.0963 -1.6326  0.002
H28 -0.0514 7.0115 -0.5120  0.000
H29 -2.1855 6.7526 0.7062  0.001
H30 -3.3056 4.5476 0.7739  0.000
H31 -2.2720 2.6064 -0.3124  0.012
H32 1.1345 1.4468 -4.3426  0.005
H33 3.2638 1.8545 -5.4866  0.000
H34 5.0445 3.1640 -4.3752  0.001
H35 4.6706 4.0800 -2.1103  0.000
H36 2.5429 3.6956 -0.9615  0.007
C49 -5.6356 1.2626 6.6222  0.000
C50 -4.7877 1.0286 5.4112  0.002
C51 -5.0397 1.7091 4.2189  0.000
C52 -4.2814 1.4653 3.0863  0.000
C53 -3.2525 0.5296 3.1510  -0.001
C54 -2.9768 -0.1589 4.3269  -0.007
C55 -3.7468 0.0975 5.4448  0.000
S2 -2.2681 0.2875 1.7397  -0.022
O2 -1.5664 -0.9630 1.8490  0.068
O3 -3.0063 0.5974 0.5554  0.011
N1 -0.9636 1.3454 1.7126  0.453
C56 -0.3553 2.0463 2.6548  0.130
C57 -0.9394 2.5650 3.8416  0.190
C58 -0.2045 3.3676 4.7021  -0.031
C59 1.1091 3.6885 4.4244  0.274
C60 1.7528 3.1915 3.2589  -0.034
C61 3.1006 3.4884 2.9529  0.014
C62 3.6574 2.9473 1.8235  -0.012
C63 2.8751 2.1150 1.0125  0.009
N2 1.6083 1.8428 1.2596  0.094
C64 1.0402 2.3735 2.3734  0.056
H37 -6.3045 2.1084 6.4817  0.000
H38 -5.0218 1.4487 7.5038  0.000
H39 -6.2440 0.3812 6.8309  0.000
H40 -5.8505 2.4232 4.1736  0.000
H41 -4.4966 1.9765 2.1582  0.001
H42 -2.1800 -0.8904 4.3573  0.002
H43 -3.5505 -0.4431 6.3620  0.000
H44 -1.9761 2.3488 4.0434  0.027
H45 -0.6703 3.7650 5.5931  0.006
H46 1.6691 4.3290 5.0931  -0.003
H47 3.6733 4.1307 3.6087  0.001
H48 4.6847 3.1428 1.5523  0.000
H49 3.2997 1.6559 0.1275  0.003

Properties
Energy relative to the best compared isomer or geometry (same formula, charge and spin) (kJ/mol): 0.0
HOMO (spin up / spin down) (eV): -14.2 / -14.5
Frontier orbital gap (spin up / spin down) (eV): 6.8 / 4.6
Total charge: +3
Multiplicity: 5
Calculated total energy (eV): -119989.803
F_max (eV/Å): 1.1
⟨S²⟩: 6.07

=====

> calculated total energy of number 2 (C64H49N2O3P2PdS2)?

-119989.803 eV

=====

> The lowest total charge belongs to which entry?

C64H49CdN2O3S2Si

=====

> Look up the F_max of the second one.

1.1 eV/Å

=====

> F_max of number 1 (C64H49CdN2O3S2Si)?

2.6 eV/Å